{"formula": "C6H10N2", "method": "ωB97M-V/def2-TZVPD", "homo_lumo_gap_ev": 8.941, "total_energy_ev": -9361.1631, "fmax_ha_per_bohr": 0.031, "smiles": "C=CN.CC#N.C#C", "elements": ["C", "C", "C", "C", "N", "N", "C", "C", "H", "H", "H", "H", "H", "H", "H", "H", "H", "H"], "positions_angstrom": [[-1.41899, -0.06187, -0.33694], [-1.02250, -1.26445, -0.77828], [2.24847, -2.11344, -0.28359], [1.84860, -0.85337, 0.28631], [-1.51390, 1.07765, -1.10270], [1.81626, 0.17506, 0.80152], [-0.26487, 2.33508, 1.60321], [-1.16688, 3.10908, 1.71712], [-1.72766, 0.06430, 0.68984], [-1.36210, 1.93579, -0.59747], [-1.05599, 1.05569, -1.99674], [0.52873, 1.61986, 1.45671], [-0.81607, -1.42547, -1.82650], [-1.13743, -2.13608, -0.15780], [2.40046, -2.84810, 0.51091], [1.45787, -2.46522, -0.94042], [3.16329, -1.99229, -0.86184], [-1.97729, 3.78779, 1.81665]], "forces_ev_per_angstrom": [[0.24, -0.57, -0.40], [-0.71, 0.26, -0.01], [-0.40, -0.69, -0.31], [0.96, 1.08, 0.70], [-0.07, 0.16, 0.19], [-0.31, -0.45, -0.26], [0.44, -0.37, -0.06], [-0.36, 0.28, 0.05], [0.00, 0.08, 0.13], [-0.02, 0.05, 0.00], [0.06, -0.05, -0.10], [-0.15, 0.25, 0.09], [0.20, 0.00, -0.14], [0.10, -0.09, 0.18], [0.02, 0.10, -0.11], [0.00, -0.16, -0.08], [0.00, 0.05, 0.09], [-0.03, 0.07, 0.04]], "nbo_charge": [0.0459, -0.5860, -0.7291, 0.3499, -0.8120, -0.3831, -0.2472, -0.2695, 0.1992, 0.3977, 0.3717, 0.2683, 0.1850, 0.2033, 0.2562, 0.2609, 0.2561, 0.2325]}

=====

{"formula": "C11H42N4O10", "method": "ωB97M-V/def2-TZVPD", "homo_lumo_gap_ev": 8.881, "total_energy_ev": -38518.6845, "fmax_ha_per_bohr": 0.151, "smiles": "NC(N)=O.NC(N)=O.CCO.CO.CO.CO.CO.CO.CO.CO", "elements": ["C", "C", "O", "H", "H", "H", "H", "H", "H", "C", "O", "N", "N", "H", "H", "H", "H", "C", "O", "N", "N", "H", "H", "H", "H", "C", "O", "H", "H", "H", "H", "C", "O", "H", "H", "H", "H", "C", "O", "H", "H", "H", "H", "C", "O", "H", "H", "H", "H", "C", "O", "H", "H", "H", "H", "C", "O", "H", "H", "H", "H", "C", "O", "H", "H", "H", "H"], "positions_angstrom": [[-1.09480, -1.36615, 1.29910], [-1.28159, -0.03947, 0.60976], [0.04663, 0.42611, 0.53141], [-0.63377, -1.17615, 2.25910], [-0.42925, -1.98800, 0.75694], [-2.07106, -1.76527, 1.53812], [-1.85899, 0.59930, 1.26627], [-1.74867, -0.11166, -0.35413], [0.09761, 1.28954, 0.11342], [0.91299, 2.41451, -1.76883], [1.18143, 2.03899, -3.01730], [-0.30245, 2.44444, -1.28121], [1.71785, 3.13991, -1.02456], [-1.00390, 1.84631, -1.75751], [-0.52054, 2.84233, -0.29931], [2.61616, 3.13295, -1.55761], [1.78436, 3.09112, 0.03901], [2.38145, -2.50672, 2.15942], [1.54144, -3.43161, 2.76071], [3.66768, -2.58939, 2.25889], [1.92319, -1.47156, 1.47223], [4.03965, -3.50707, 2.70229], [4.40326, -1.86016, 2.05242], [1.01933, -1.21921, 1.25008], [2.49825, -0.75696, 1.00628], [-0.39888, -1.22647, -2.43706], [0.09244, -1.96133, -3.50417], [-0.07925, -1.61751, -1.49411], [-1.42602, -1.35825, -2.55615], [-0.01806, -0.21268, -2.49936], [0.98547, -2.21613, -3.28757], [3.26313, 0.12535, -1.06151], [2.76528, -0.36880, -2.30599], [3.41289, -0.78600, -0.42233], [2.50314, 0.82574, -0.68378], [4.13480, 0.78645, -1.22542], [2.57249, 0.28931, -2.95921], [0.03992, -4.86620, -0.16120], [1.37638, -4.34951, -0.14156], [-0.45986, -5.00316, 0.77608], [-0.02336, -5.82219, -0.62582], [-0.52596, -4.13010, -0.73609], [1.78881, -4.79305, 0.62493], [2.68605, 3.29373, 2.33924], [2.02607, 2.20998, 1.75078], [2.17366, 3.69279, 3.23148], [2.80234, 4.02002, 1.47047], [3.70567, 3.07351, 2.67408], [2.00141, 1.55319, 2.39898], [-4.97574, -1.94408, -1.11874], [-3.58137, -1.76734, -0.95984], [-5.27564, -3.02427, -1.04394], [-5.22103, -1.66758, -2.12863], [-5.54033, -1.33294, -0.45420], [-3.34549, -0.85858, -1.07898], [-0.86126, 3.34806, 2.68610], [-0.57361, 3.52777, 1.31674], [-1.59687, 2.49192, 2.72635], [-1.38050, 4.25607, 3.05812], [-0.04334, 3.18463, 3.44832], [-0.27925, 4.47662, 1.32295], [-3.70794, 1.38397, -1.37368], [-2.77795, 1.32082, -2.39000], [-3.27902, 1.26327, -0.36841], [-4.49364, 0.69487, -1.34127], [-4.16202, 2.34936, -1.30640], [-3.18982, 1.66262, -3.17419]], "forces_ev_per_angstrom": [[-1.49, 0.86, 0.79], [1.14, -0.52, 0.96], [0.58, 0.23, 0.15], [0.16, 0.09, 0.33], [-0.08, -1.06, -0.69], [-0.08, -0.77, -0.33], [-0.47, 0.43, 0.08], [-0.02, -0.09, -0.55], [-0.09, -0.24, -0.08], [-0.63, -0.13, -5.95], [-0.45, 0.89, 5.05], [-3.92, -1.12, 1.52], [5.03, 1.04, 1.26], [0.46, 0.79, 0.47], [0.46, -0.65, -2.39], [-0.60, 0.42, 1.31], [-0.45, -0.37, -2.30], [-6.51, -3.49, 2.42], [4.05, 4.08, -2.94], [5.87, -2.38, 1.58], [1.95, 1.91, -0.65], [-1.03, 2.51, -1.00], [-1.80, -1.25, 0.12], [-2.07, -0.28, 0.20], [0.10, -1.10, 0.75], [1.08, 0.42, -0.06], [0.71, -1.01, -1.06], [0.15, -0.43, 0.80], [-1.95, 0.55, 0.35], [-0.42, 0.51, 0.06], [0.53, -0.06, -0.10], [-0.87, 0.51, -1.27], [0.71, -1.74, 0.79], [0.28, 1.19, -0.77], [0.17, -0.62, 0.69], [0.24, -0.76, 0.32], [-0.31, 1.21, -0.12], [0.08, 1.24, -0.86], [-0.22, -1.03, 1.01], [0.16, 0.40, 1.06], [0.15, -0.83, -0.81], [-0.19, -0.27, -0.06], [-0.04, 0.62, -0.40], [0.86, 1.46, -0.97], [0.23, 1.01, -0.87], [-0.13, 0.21, -0.59], [-0.21, -0.24, 1.57], [0.00, -0.26, -0.15], [-0.46, -2.13, 1.24], [0.38, -1.01, -0.97], [0.01, -1.45, 0.65], [0.64, 1.02, 0.35], [-0.49, 0.22, -0.63], [-0.59, 0.33, 0.80], [-0.02, 0.57, -0.25], [-1.81, -0.81, 1.60], [1.18, 2.19, 0.67], [0.92, 0.85, 0.29], [0.01, -0.52, -0.13], [-0.26, -0.15, -1.41], [-0.23, -1.32, -0.86], [0.15, 1.44, 2.22], [0.65, -0.76, -0.06], [0.59, 0.06, -0.51], [-1.32, -1.42, -0.86], [-0.46, 0.89, -0.15], [-0.03, 0.13, -0.70]], "nbo_charge": [-0.6214, -0.0580, -0.7786, 0.2096, 0.2202, 0.2247, 0.1428, 0.1569, 0.4857, 0.7514, -0.7379, -0.8692, -0.8610, 0.4380, 0.4281, 0.4019, 0.4262, 0.7579, -0.7690, -0.8257, -0.8276, 0.4229, 0.4040, 0.4306, 0.3860, -0.2317, -0.7306, 0.1510, 0.1716, 0.1657, 0.4717, -0.2516, -0.7573, 0.1775, 0.1688, 0.1601, 0.5011, -0.2536, -0.7275, 0.1729, 0.1549, 0.1798, 0.4737, -0.2594, -0.7258, 0.1670, 0.1760, 0.1754, 0.4835, -0.2503, -0.7264, 0.1928, 0.1615, 0.1580, 0.4655, -0.2536, -0.7328, 0.1921, 0.1706, 0.1707, 0.4840, -0.2768, -0.7156, 0.1832, 0.1641, 0.1739, 0.4874]}

=====

{"formula": "C5H9NO", "method": "ωB97M-V/def2-TZVPD", "homo_lumo_gap_ev": [6.537, 6.536], "total_energy_ev": -8863.9656, "fmax_ha_per_bohr": 0.043, "elements": ["C", "C", "C", "C", "N", "C", "O", "H", "H", "H", "H", "H", "H", "H", "H", "H"], "positions_angstrom": [[0.68951, -0.40700, -1.13828], [-1.56123, -0.40507, 0.77761], [0.77317, 0.38812, 1.12797], [-0.41249, 0.49651, 0.37754], [1.58166, -1.44323, -0.97776], [-0.59573, 1.85784, 0.06837], [1.90058, 0.26340, 1.42122], [1.20643, -2.33502, -0.69032], [2.46186, -1.21350, -0.53570], [-0.23895, -0.68018, -1.62462], [1.11934, 0.52515, -1.48632], [-2.34125, -0.30390, 0.02087], [-1.98271, -0.10995, 1.73956], [-1.24583, -1.44725, 0.85602], [-1.56222, 2.29317, 0.28479], [0.20785, 2.52088, -0.22095]], "forces_ev_per_angstrom": [[-0.50, 0.43, 0.46], [0.08, 0.07, -0.09], [1.30, -1.78, 0.22], [1.02, 0.10, 0.28], [-0.07, 0.10, 0.27], [-0.69, 0.34, -0.67], [-1.23, 0.77, -0.28], [0.04, 0.06, -0.03], [-0.08, -0.04, -0.02], [-0.01, 0.02, -0.05], [-0.02, 0.00, -0.01], [0.04, -0.06, -0.02], [0.05, 0.07, -0.05], [-0.04, 0.03, -0.08], [0.05, 0.07, 0.05], [0.08, -0.18, 0.01]], "nbo_charge": [-0.1276, -0.6118, 0.7220, -0.2127, -0.7955, -0.7420, -0.4770, 0.3808, 0.3892, 0.2007, 0.2017, 0.2274, 0.2295, 0.2082, 0.2038, 0.2032]}

=====

{"formula": "C4H6N2O", "method": "ωB97M-V/def2-TZVPD", "homo_lumo_gap_ev": 9.700, "total_energy_ev": -9269.4733, "fmax_ha_per_bohr": 0.076, "smiles": "COn1ccnc1", "elements": ["C", "C", "C", "C", "H", "H", "H", "H", "H", "H", "N", "N", "O"], "positions_angstrom": [[-2.13639, -0.12855, 0.22402], [1.08803, 1.10958, -0.23429], [2.28365, 0.40388, -0.01383], [0.81094, -1.14238, -0.30372], [-2.00688, -0.89965, 0.99506], [-2.35056, 0.84921, 0.92662], [-3.13276, -0.23806, -0.35069], [0.71442, 2.17944, 0.10576], [3.31265, 0.78934, 0.01408], [0.26468, -2.15774, -0.18100], [0.18163, 0.05833, -0.32779], [2.11354, -0.90400, -0.05251], [-1.14295, 0.08061, -0.80171]], "forces_ev_per_angstrom": [[-2.40, 2.93, 0.99], [-0.70, 0.99, 1.67], [0.19, 2.33, -0.66], [0.92, -0.51, 1.59], [0.53, -0.34, -0.90], [0.90, -1.90, -1.89], [1.81, -0.18, 0.86], [1.00, -2.49, -1.36], [-0.77, 0.11, 0.36], [1.08, 2.14, -0.72], [-1.22, -0.79, -0.58], [-1.43, -2.52, -0.57], [0.09, 0.22, 1.19]], "nbo_charge": [-0.2797, -0.1508, -0.0714, 0.1324, 0.1963, 0.1708, 0.2138, 0.2414, 0.2107, 0.2191, -0.0754, -0.4605, -0.3468]}

=====

{"formula": "C26H34FeN3O4P2", "method": "ωB97M-V/def2-TZVPD", "charge": 1, "homo_lumo_gap_ev": [8.005, 7.876], "total_energy_ev": -93135.9521, "fmax_ha_per_bohr": 0.063, "s_squared": 6.0176, "multiplicity": 5, "elements": ["Fe", "P", "C", "C", "N", "C", "C", "C", "C", "C", "P", "H", "H", "H", "H", "H", "H", "H", "H", "O", "H", "H", "O", "H", "C", "H", "H", "H", "C", "H", "H", "H", "C", "H", "H", "H", "C", "H", "H", "H", "O", "C", "N", "C", "C", "O", "N", "C", "C", "C", "C", "C", "C", "C", "C", "C", "C", "C", "C", "H", "H", "H", "H", "H", "H", "H", "H", "H", "H", "H"], "positions_angstrom": [[0.02263, 0.45342, -0.09443], [-2.17261, 0.25284, -0.51353], [-2.19325, 0.65218, -2.35141], [-0.92778, 1.36621, -2.69970], [0.15966, 1.11139, -1.92140], [1.40515, 1.46694, -2.32261], [1.59611, 2.18903, -3.49473], [0.50430, 2.42853, -4.33040], [-0.75829, 1.97723, -3.93946], [2.53622, 1.07736, -1.39891], [2.15610, -0.51966, -0.53058], [-1.62310, 2.06040, -4.59832], [2.60447, 2.50526, -3.75315], [0.64117, 2.97526, -5.26775], [3.47287, 0.95526, -1.95124], [2.67354, 1.83034, -0.61214], [-2.17092, -0.28261, -2.94278], [-3.12366, 1.16525, -2.70920], [-0.91521, -2.05269, -2.92239], [-1.42275, -1.84796, -3.75755], [-2.19140, -2.44885, -3.70634], [0.48498, -1.76032, -0.86190], [-0.21973, -2.34850, -1.24715], [0.00272, -3.28803, -1.14274], [2.83494, -1.79524, -1.64868], [3.75851, -1.43746, -2.13116], [3.04228, -2.70820, -1.06834], [2.05260, -2.02201, -2.39572], [3.05448, -0.58798, 1.00877], [2.70350, -1.45059, 1.57923], [4.12883, -0.67871, 0.83039], [2.87140, 0.31748, 1.58965], [-3.14371, 1.59634, 0.15204], [-4.02355, 1.71884, -0.48124], [-3.38949, 1.32670, 1.18789], [-2.51432, 2.49042, 0.10873], [-3.08312, -1.30062, -0.24520], [-3.20248, -1.42006, 0.84218], [-4.07270, -1.29486, -0.73023], [-2.49788, -2.15218, -0.62002], [0.27701, 3.18652, 1.18712], [0.09743, 2.29316, 2.00329], [-0.08781, 2.39192, 3.35804], [-0.04437, 1.11935, 4.03966], [-0.11263, 0.17804, 2.85164], [-0.31050, -1.06506, 2.87818], [0.02803, 0.91356, 1.70558], [1.26485, 0.99602, 4.83127], [2.21530, 0.02301, 4.52359], [3.45271, 0.02663, 5.19057], [3.70710, 0.95882, 6.20066], [2.72361, 1.89477, 6.54847], [1.50084, 1.90676, 5.86740], [-1.27815, 0.91440, 4.90576], [-1.22919, 0.17194, 6.09407], [-2.40812, -0.05355, 6.81996], [-3.62741, 0.44712, 6.35680], [-3.66691, 1.19081, 5.17180], [-2.48972, 1.43195, 4.45259], [0.10056, 3.29028, 3.79432], [1.98087, -0.74490, 3.78535], [4.19408, -0.71395, 4.90969], [4.65960, 0.95319, 6.72682], [2.89177, 2.61788, 7.34356], [0.72089, 2.61997, 6.15156], [-0.27176, -0.22799, 6.43385], [-2.35214, -0.62394, 7.74144], [-4.53865, 0.26430, 6.91802], [-4.60360, 1.59084, 4.79234], [-2.50427, 2.03009, 3.53474]], "forces_ev_per_angstrom": [[0.15, -0.75, 0.58], [-1.16, -0.97, -1.52], [-0.92, 0.02, 0.45], [0.97, -0.65, -0.80], [0.26, 1.11, -1.74], [-0.52, 0.49, -0.24], [0.15, -0.37, 0.06], [-0.23, 0.09, 0.36], [0.09, 0.29, -0.09], [0.25, -0.24, 0.18], [0.27, -0.03, -0.57], [0.28, 0.14, 0.18], [-0.26, -0.03, -0.06], [-0.08, -0.32, 0.30], [-0.07, 0.26, 0.06], [0.00, 0.05, -0.17], [0.15, 0.21, 0.38], [0.83, -0.09, 0.54], [-0.50, 0.18, -0.90], [0.04, -0.87, 0.91], [0.54, 0.33, -0.21], [-0.73, -1.01, -0.20], [0.10, -0.16, -0.11], [0.16, 0.48, 0.17], [-0.05, -0.07, -0.10], [-0.32, -0.25, 0.15], [-0.05, 0.28, -0.24], [0.59, 0.07, 0.16], [0.83, 0.11, 0.19], [0.01, 0.07, -0.04], [-0.02, -0.03, 0.13], [-0.07, -0.08, 0.01], [-0.13, -0.06, 0.24], [-0.15, 0.16, 0.37], [-0.12, 0.41, -0.22], [-0.23, 0.04, 0.19], [-0.47, -0.03, -0.14], [-0.01, 0.00, -0.30], [0.27, 0.02, 0.25], [-0.14, 0.44, 0.14], [-0.20, -0.68, 0.26], [0.02, -0.55, 0.83], [0.32, 1.42, -0.84], [0.09, 0.02, 1.05], [-0.56, -2.95, -0.77], [0.73, 3.14, -0.02], [0.36, 0.99, 1.24], [-0.02, -0.25, -0.05], [0.33, 0.32, 0.30], [-0.51, 0.19, 0.05], [-0.26, 0.00, -0.20], [-0.33, -0.23, -0.36], [0.43, -0.03, 0.02], [-0.22, -0.18, 0.41], [-0.39, 0.12, -0.26], [0.31, 0.19, -0.42], [0.32, 0.11, -0.24], [0.40, -0.05, -0.04], [-0.40, -0.15, 0.27], [-0.06, -0.46, 0.07], [0.15, 0.23, 0.20], [0.00, 0.07, 0.16], [-0.19, -0.01, -0.14], [0.05, -0.20, -0.13], [0.29, -0.19, -0.09], [-0.38, 0.08, -0.02], [-0.10, 0.06, -0.10], [0.12, 0.03, -0.08], [0.09, -0.08, 0.17], [-0.09, -0.23, 0.38]], "nbo_charge": [1.1882, 0.8510, -0.7833, 0.2773, -0.6216, 0.2551, -0.2417, -0.0998, -0.2309, -0.7450, 0.7896, 0.2409, 0.2389, 0.2435, 0.2571, 0.2789, 0.3252, 0.2548, 0.4982, -0.9659, 0.4760, 0.4580, -1.0049, 0.4998, -0.9356, 0.2509, 0.2590, 0.2622, -0.9594, 0.2687, 0.2495, 0.2703, -0.9491, 0.2444, 0.2560, 0.2596, -0.9443, 0.2636, 0.2389, 0.2674, -0.6482, 0.7792, -0.6200, -0.0740, 0.6936, -0.6103, -0.8647, -0.0343, -0.2250, -0.2019, -0.2049, -0.2123, -0.1594, 0.0548, -0.2130, -0.2017, -0.1939, -0.2088, -0.2337, 0.4262, 0.2239, 0.2180, 0.2259, 0.2257, 0.2129, 0.2283, 0.2233, 0.2223, 0.2178, 0.2129]}